(1)
Computed, not measured: a structure of composition C34H90N6O11 at a distorted geometry, with ωB97M-V/def2-TZVPD.

Gap between HOMO and LUMO ... 6.8209 eV
Multiplicity ... 1

Last column: Mulliken charge in e.
Positions of all 141 atoms, in Å:
C1 2.27 -10.81 -7.17  -0.783
C2 2.11 -12.33 -7.08  -0.707
O1 1.85 -12.66 -5.82  -0.454
H1 2.22 -10.37 -8.17  0.486
H2 3.29 -10.52 -6.94  0.015
H3 1.51 -10.37 -6.53  0.281
H4 3.08 -12.73 -7.36  0.355
H5 1.32 -12.80 -7.67  0.472
H6 0.94 -12.47 -5.58  0.392
C3 6.21 -10.25 -4.06  -2.223
C4 5.55 -11.00 -5.26  2.740
O2 4.12 -10.84 -5.26  -0.045
H7 7.12 -10.76 -3.75  -0.007
H8 5.49 -10.26 -3.24  0.162
H9 6.49 -9.22 -4.29  1.395
H10 5.72 -12.08 -5.21  0.312
H11 5.77 -10.69 -6.28  -0.521
H12 3.75 -11.56 -4.75  0.260
C5 7.10 -13.21 -2.35  -0.833
O3 6.85 -11.97 -1.71  0.126
C6 7.57 -11.72 -0.51  -0.859
C7 6.95 -10.56 0.24  -0.562
N1 7.45 -9.54 -0.57  -0.167
C8 6.89 -8.32 -0.16  -1.349
C9 5.48 -8.16 -0.77  -0.316
O4 5.58 -7.92 -2.21  0.794
C10 5.77 -6.55 -2.69  -1.761
H13 6.30 -13.16 -3.09  -0.800
H14 6.98 -14.02 -1.63  0.612
H15 8.08 -13.36 -2.81  0.543
H16 8.62 -11.63 -0.79  0.277
H17 7.58 -12.65 0.06  0.405
H18 7.49 -10.41 1.17  0.631
H19 5.88 -10.59 0.46  0.249
H20 7.08 -9.63 -1.51  0.034
H21 7.37 -7.47 -0.66  0.349
H22 6.95 -7.99 0.88  0.407
H23 4.92 -7.38 -0.25  0.589
H24 4.85 -9.04 -0.68  -0.017
H25 6.84 -6.42 -2.58  0.494
H26 5.09 -5.87 -2.17  0.290
H27 5.57 -6.55 -3.76  0.190
C11 5.55 -8.18 -6.26  -0.677
O5 4.59 -7.62 -5.29  -0.503
C12 4.25 -8.63 -4.30  -0.797
C13 3.55 -7.99 -3.06  -0.669
N2 2.33 -7.30 -3.54  -0.088
C14 2.02 -6.32 -2.55  -0.164
C15 0.97 -5.43 -3.19  -0.850
O6 1.40 -4.75 -4.47  -0.285
C16 0.51 -4.19 -5.33  -0.836
H28 6.40 -8.67 -5.78  -0.839
H29 5.85 -7.45 -7.01  0.967
H30 5.13 -8.99 -6.86  -0.904
H31 5.05 -9.31 -4.02  -0.780
H32 3.58 -9.28 -4.87  1.511
H33 4.30 -7.27 -2.73  0.281
H34 3.48 -8.69 -2.23  0.404
H35 2.59 -6.83 -4.39  0.627
H36 2.80 -5.72 -2.10  0.170
H37 1.55 -6.91 -1.76  0.165
H38 0.57 -4.70 -2.49  0.521
H39 0.11 -6.04 -3.47  0.395
H40 0.99 -3.89 -6.26  0.255
H41 -0.11 -3.41 -4.89  0.298
H42 -0.14 -4.97 -5.72  0.339
C17 5.59 -13.88 -4.64  -0.291
O7 6.97 -14.37 -4.56  -0.467
C18 7.83 -13.74 -5.53  0.100
C19 9.23 -14.43 -5.71  -1.345
N3 9.29 -15.54 -6.67  -0.425
C20 8.26 -16.54 -6.33  -0.184
C21 8.45 -17.82 -7.14  -0.782
O8 7.72 -17.74 -8.31  -0.305
C22 7.80 -18.93 -9.11  -0.820
H43 5.34 -13.65 -5.68  0.786
H44 5.51 -13.00 -3.99  -1.125
H45 5.04 -14.62 -4.06  0.498
H46 7.85 -12.75 -5.08  -0.658
H47 7.32 -13.67 -6.50  1.163
H48 9.67 -14.78 -4.77  0.379
H49 9.86 -13.62 -6.08  -0.404
H50 10.20 -15.97 -6.52  0.342
H51 7.32 -16.08 -6.61  0.057
H52 8.26 -16.71 -5.25  0.269
H53 8.15 -18.71 -6.59  0.458
H54 9.45 -18.21 -7.31  0.401
H55 7.64 -19.84 -8.53  0.319
H56 8.73 -19.12 -9.66  0.312
H57 7.07 -18.99 -9.92  0.269
C23 2.83 -10.19 -2.73  -1.575
C24 2.92 -11.60 -2.16  0.545
C25 4.19 -12.38 -2.47  -0.761
O9 4.57 -12.55 -3.87  0.246
C26 3.72 -13.36 -4.73  -1.152
N4 2.89 -11.28 -0.78  -0.616
H58 2.05 -9.60 -2.26  1.556
H59 2.70 -10.28 -3.81  -0.452
H60 3.76 -9.66 -2.52  -0.218
H61 1.93 -12.05 -2.31  0.624
H62 4.08 -13.34 -1.96  1.154
H63 5.01 -11.76 -2.11  -1.464
H64 2.64 -13.17 -4.74  0.395
H65 3.95 -14.36 -4.36  0.252
H66 3.89 -13.33 -5.80  0.160
H67 2.56 -12.15 -0.37  0.358
H68 2.19 -10.58 -0.62  0.252
C27 9.50 -11.89 -3.61  0.996
C28 10.10 -11.27 -4.89  0.382
C29 9.06 -10.53 -5.79  -1.922
O10 8.10 -11.39 -6.28  1.702
C30 8.50 -12.00 -7.50  -1.418
N5 11.13 -10.34 -4.51  -0.824
H69 10.31 -12.00 -2.88  0.459
H70 9.08 -12.89 -3.68  -0.802
H71 8.58 -11.46 -3.21  -1.038
H72 10.46 -12.08 -5.52  0.290
H73 9.40 -9.78 -6.51  0.675
H74 8.52 -9.88 -5.10  0.177
H75 9.50 -12.43 -7.42  0.914
H76 8.40 -11.40 -8.40  0.052
H77 7.98 -12.92 -7.76  0.565
H78 10.60 -9.57 -4.13  0.330
H79 11.61 -10.65 -3.68  0.353
C31 6.32 -10.44 -8.55  -1.448
C32 6.22 -9.03 -8.05  0.800
C33 7.11 -8.82 -6.84  -2.016
O11 7.35 -7.46 -6.40  -0.266
C34 8.58 -6.89 -6.86  -0.881
N6 6.40 -8.10 -9.18  -0.749
H80 6.27 -11.04 -7.64  0.039
H81 7.17 -10.63 -9.22  0.353
H82 5.52 -10.68 -9.26  0.413
H83 5.17 -9.05 -7.78  0.928
H84 8.10 -9.18 -7.11  1.576
H85 6.83 -9.35 -5.93  0.772
H86 9.47 -7.26 -6.36  0.256
H87 8.52 -5.80 -6.89  0.323
H88 8.70 -7.11 -7.93  0.376
H89 6.79 -7.25 -8.81  0.347
H90 5.47 -7.82 -9.42  0.434

=====

(2)
Computed, not measured: a cluster of 9 separate species, C34H91N5O14 in total at a distorted geometry, with ωB97M-V/def2-TZVPD.

Gap between HOMO and LUMO ... 8.6711 eV
SMILES string ... COCCNCCOC.COCCNCCOC.COCCNCCOC.COCCNCCOC.COCCNCCOC.CO.CO.CO.CO
Multiplicity ... 1

Last column: Mulliken charge in e.
Positions of all 144 atoms, in Å:
C1 -1.96 -4.52 2.82  -0.788
O1 -2.54 -3.35 3.34  -0.262
C2 -1.71 -2.65 4.28  -0.744
C3 -2.54 -1.59 4.92  -0.018
N1 -3.63 -2.12 5.72  -0.193
C4 -4.35 -1.27 6.61  -0.667
C5 -5.26 -2.11 7.40  -0.635
O2 -6.39 -2.41 6.63  -0.305
C6 -7.31 -3.21 7.37  -0.853
H1 -2.22 -5.44 3.40  0.260
H2 -0.87 -4.38 2.80  0.337
H3 -2.49 -4.66 1.88  0.208
H4 -0.89 -2.11 3.80  0.393
H5 -1.23 -3.28 5.01  0.405
H6 -3.07 -0.91 4.15  -0.144
H7 -1.86 -1.01 5.55  0.271
H8 -4.16 -2.89 5.20  0.249
H9 -4.86 -0.54 5.98  0.246
H10 -3.80 -0.60 7.24  0.429
H11 -5.63 -1.66 8.34  0.503
H12 -4.81 -3.02 7.68  0.349
H13 -7.15 -4.30 7.24  0.292
H14 -8.23 -3.01 6.97  0.287
H15 -7.37 -3.06 8.44  0.340
C7 3.57 -0.62 4.54  -0.932
O3 3.02 0.23 3.61  -0.106
C8 3.34 1.56 3.81  -1.057
C9 2.80 2.32 2.58  -0.033
N2 3.68 2.48 1.37  0.131
C10 4.56 1.35 0.85  0.460
C11 5.55 2.07 -0.10  -0.753
O4 6.41 1.21 -0.77  -0.462
C12 5.88 0.64 -1.93  0.068
H16 3.02 -0.59 5.49  0.305
H17 4.61 -0.42 4.80  0.345
H18 3.52 -1.58 4.18  0.276
H19 4.43 1.68 3.88  0.400
H20 2.94 2.02 4.71  0.525
H21 2.50 3.36 2.93  0.437
H22 1.86 1.78 2.34  -0.495
H23 4.28 3.27 1.64  0.317
H24 3.93 0.70 0.34  -0.551
H25 5.18 0.79 1.58  0.237
H26 6.16 2.77 0.48  0.394
H27 5.03 2.70 -0.87  0.360
H28 4.85 0.36 -1.83  -0.459
H29 6.39 -0.30 -2.09  0.316
H30 5.97 1.31 -2.75  0.402
C13 -6.57 -0.09 2.03  -0.762
O5 -5.87 -0.23 0.76  -0.400
C14 -4.66 -0.96 0.95  0.160
C15 -3.75 -0.67 -0.22  -0.987
N3 -3.34 0.74 -0.23  0.451
C16 -4.12 1.81 -0.93  -0.868
C17 -4.43 1.74 -2.39  -0.798
O6 -3.23 1.94 -3.06  -0.146
C18 -3.34 1.46 -4.39  -0.712
H31 -6.64 -1.02 2.56  0.377
H32 -7.55 0.29 1.76  0.289
H33 -6.16 0.64 2.80  0.202
H34 -4.86 -2.03 0.97  0.486
H35 -4.20 -0.75 1.92  -0.327
H36 -4.21 -0.98 -1.23  0.198
H37 -2.90 -1.26 -0.09  0.602
H38 -2.41 0.76 -0.59  -0.016
H39 -3.59 2.74 -0.79  0.336
H40 -5.09 1.80 -0.35  0.402
H41 -5.11 2.56 -2.64  0.430
H42 -4.98 0.80 -2.62  0.382
H43 -3.79 0.47 -4.44  0.372
H44 -2.28 1.38 -4.71  0.058
H45 -3.88 2.16 -4.96  0.336
C19 -0.22 -5.51 -1.71  -0.757
O7 0.14 -5.63 -3.01  -0.416
C20 0.84 -4.51 -3.43  -0.305
C21 1.44 -4.70 -4.84  -0.764
N4 2.15 -3.59 -5.35  -0.064
C22 3.50 -3.56 -4.85  -0.548
C23 4.30 -2.56 -5.65  -0.320
O8 4.11 -2.79 -7.04  -0.391
C24 4.86 -1.79 -7.75  -0.728
H46 -0.92 -4.71 -1.54  0.317
H47 0.62 -5.23 -1.05  0.342
H48 -0.55 -6.50 -1.50  0.300
H49 1.55 -4.28 -2.60  0.283
H50 0.17 -3.67 -3.39  0.306
H51 0.55 -4.81 -5.44  0.357
H52 2.06 -5.65 -4.94  0.293
H53 2.10 -3.33 -6.36  0.283
H54 3.96 -4.61 -4.93  0.423
H55 3.50 -3.21 -3.81  0.150
H56 5.34 -2.64 -5.39  0.458
H57 3.88 -1.55 -5.47  0.062
H58 4.52 -0.77 -7.64  0.286
H59 4.86 -2.12 -8.78  0.258
H60 5.88 -1.86 -7.34  0.302
C25 4.00 6.03 -3.80  -0.575
O9 3.31 4.90 -4.29  -0.338
C26 1.94 5.07 -3.83  -0.623
C27 1.16 3.86 -4.12  -0.755
N5 1.60 2.67 -3.38  0.192
C28 0.86 1.50 -3.87  -0.454
C29 1.71 0.25 -3.64  -0.614
O10 1.87 -0.05 -2.25  -0.114
C30 2.61 -1.20 -2.07  -0.408
H61 4.02 5.96 -2.69  0.217
H62 3.29 6.86 -4.02  0.264
H63 5.04 5.98 -4.20  0.245
H64 1.60 6.03 -4.32  0.322
H65 1.99 5.31 -2.77  0.431
H66 1.31 3.73 -5.19  0.455
H67 0.13 4.12 -3.94  0.256
H68 1.60 2.83 -2.40  -0.136
H69 0.74 1.64 -4.96  0.655
H70 -0.11 1.41 -3.32  -0.142
H71 2.73 0.45 -4.10  0.134
H72 1.23 -0.50 -4.28  0.333
H73 2.15 -2.08 -2.58  -0.641
H74 2.60 -1.30 -0.98  0.325
H75 3.62 -1.08 -2.36  0.480
C31 -0.71 2.35 5.17  -0.509
O11 -0.15 2.92 4.03  -0.456
H76 -1.26 3.11 5.80  0.250
H77 -1.42 1.55 4.86  0.100
H78 0.11 1.95 5.78  0.266
H79 -0.58 2.39 3.34  0.286
C32 0.54 3.49 0.08  -0.737
O12 1.78 3.82 -0.47  -0.667
H80 -0.27 4.06 -0.33  0.516
H81 0.30 2.37 -0.04  0.033
H82 0.52 3.83 1.13  0.377
H83 2.49 3.59 0.12  0.422
C33 -2.99 2.76 2.53  -0.787
O13 -2.01 1.84 2.07  0.289
H84 -3.43 3.28 1.61  0.190
H85 -3.76 2.19 3.04  0.200
H86 -2.60 3.59 3.16  0.312
H87 -2.45 1.44 1.26  -0.087
C34 0.79 -0.30 0.71  -0.316
O14 -0.13 -0.35 -0.37  -0.069
H88 0.20 -0.05 1.64  0.003
H89 1.21 -1.29 0.87  0.310
H90 1.54 0.48 0.58  -0.037
H91 0.43 -0.14 -1.12  0.327

=====

(3)
Computed, not measured: a structure of composition C34H93N8O9Pd at a distorted geometry, with ωB97M-V/def2-TZVPD.

Gap between HOMO and LUMO (alpha / beta) ... 7.0170 / 5.1200 eV
Multiplicity ... 3
Total charge ... +1

Last column: Mulliken spin population.
Positions of all 145 atoms, in Å:
Pd1 -2.33 -0.76 3.82  1.004
C1 0.50 -0.59 0.17  -0.001
C2 -0.92 -1.08 0.60  -0.037
O1 -1.40 -0.52 1.76  0.724
H1 1.20 -0.93 0.93  -0.002
H2 0.60 0.49 0.04  0.002
H3 0.71 -1.10 -0.77  0.003
H4 -0.93 -2.16 0.70  0.091
H5 -1.67 -0.93 -0.18  0.048
C3 0.23 -5.42 -1.66  0.000
C4 1.30 -5.77 -0.67  0.000
C5 1.82 -4.58 0.20  -0.004
O2 2.51 -3.55 -0.51  -0.001
C6 3.81 -3.82 -0.98  0.000
N1 0.84 -6.87 0.15  0.000
H6 -0.18 -6.25 -2.24  0.000
H7 0.68 -4.75 -2.38  0.000
H8 -0.59 -4.89 -1.18  0.001
H9 2.09 -6.20 -1.27  0.000
H10 2.41 -4.90 1.06  0.000
H11 0.98 -4.02 0.62  0.004
H12 4.37 -4.30 -0.17  0.000
H13 4.40 -2.94 -1.25  0.000
H14 3.80 -4.49 -1.83  0.000
H15 -0.16 -6.75 0.26  0.000
H16 1.26 -6.74 1.06  0.000
C7 -8.35 2.43 -0.42  0.000
C8 -6.85 2.42 -0.18  0.000
C9 -6.02 1.32 -0.80  0.000
O3 -6.28 0.01 -0.28  0.000
C10 -5.52 -1.02 -0.91  -0.001
N2 -6.35 3.76 -0.60  0.000
H17 -8.72 1.49 -0.02  0.000
H18 -8.54 2.42 -1.50  0.000
H19 -8.92 3.21 0.07  0.000
H20 -6.61 2.31 0.88  0.000
H21 -4.96 1.51 -0.67  0.000
H22 -6.19 1.23 -1.88  0.000
H23 -4.45 -0.88 -0.74  0.001
H24 -5.72 -1.18 -1.97  0.000
H25 -5.72 -1.94 -0.36  0.000
H26 -6.28 4.48 0.10  0.000
H27 -5.39 3.59 -0.87  0.000
C11 1.58 6.16 3.22  0.000
C12 2.61 5.82 2.21  0.000
C13 1.98 5.30 0.90  0.000
O4 1.19 4.16 1.06  0.000
C14 1.87 2.98 1.38  0.002
N3 3.36 7.04 1.98  0.000
H28 1.06 5.21 3.35  0.000
H29 0.82 6.82 2.80  0.000
H30 2.02 6.54 4.14  0.000
H31 3.35 5.08 2.53  0.000
H32 2.73 5.12 0.12  0.000
H33 1.39 6.14 0.53  0.000
H34 2.64 2.70 0.68  0.000
H35 1.28 2.09 1.60  -0.003
H36 2.47 3.15 2.28  0.000
H37 2.74 7.75 1.63  0.000
H38 4.05 7.03 1.24  0.000
C15 4.14 2.58 4.84  0.001
C16 5.00 1.41 4.34  0.000
C17 4.22 0.50 3.44  -0.001
O5 5.03 -0.65 3.09  0.000
C18 4.31 -1.70 2.34  0.000
N4 6.26 1.94 3.72  0.000
H39 3.76 3.20 4.04  0.000
H40 4.80 3.25 5.39  0.000
H41 3.26 2.30 5.42  0.000
H42 5.28 0.73 5.15  0.000
H43 3.82 0.86 2.49  0.000
H44 3.33 0.17 3.98  0.001
H45 3.84 -1.31 1.44  0.000
H46 3.46 -1.97 2.97  0.000
H47 4.94 -2.56 2.10  0.000
H48 6.60 1.17 3.17  0.000
H49 6.00 2.52 2.93  0.000
C19 -2.35 4.91 0.72  0.001
C20 -2.48 3.42 0.55  0.001
C21 -2.45 2.90 -0.91  0.000
O6 -3.45 3.56 -1.63  0.000
C22 -3.73 2.89 -2.84  0.000
N5 -1.52 2.75 1.41  0.006
H50 -2.54 5.13 1.77  0.000
H51 -2.89 5.54 0.01  0.000
H52 -1.32 5.22 0.63  0.000
H53 -3.50 3.21 0.86  0.000
H54 -2.59 1.82 -0.91  -0.001
H55 -1.49 3.23 -1.31  0.001
H56 -4.61 3.32 -3.31  0.000
H57 -3.88 1.84 -2.61  0.000
H58 -2.96 3.02 -3.60  0.000
H59 -1.45 1.76 1.23  0.004
H60 -0.58 3.04 1.21  -0.001
C23 0.43 -4.23 4.28  0.009
C24 -0.35 -2.94 4.53  0.007
C25 0.43 -1.67 4.42  -0.002
O7 -0.34 -0.49 4.64  0.051
C26 0.41 0.70 4.54  0.002
N6 -1.57 -2.85 3.64  0.102
H61 -0.29 -5.03 4.41  -0.001
H62 1.24 -4.34 5.00  0.000
H63 0.93 -4.17 3.31  -0.001
H64 -0.81 -2.96 5.52  -0.004
H65 0.96 -1.59 3.46  -0.006
H66 1.30 -1.69 5.08  -0.002
H67 -0.21 1.57 4.75  0.001
H68 0.76 0.98 3.55  -0.003
H69 1.21 0.78 5.27  0.004
H70 -1.40 -3.01 2.65  -0.003
H71 -2.08 -3.71 3.82  0.001
C27 2.80 1.77 -3.00  0.000
C28 3.61 0.52 -2.48  0.000
C29 4.29 -0.39 -3.55  0.000
O8 3.31 -0.74 -4.54  0.000
C30 2.24 -1.51 -4.22  0.000
N7 4.65 1.10 -1.71  0.000
H72 2.47 2.42 -2.18  0.000
H73 1.90 1.36 -3.46  0.000
H74 3.36 2.35 -3.73  0.000
H75 3.07 -0.10 -1.76  0.000
H76 4.72 -1.28 -3.09  0.000
H77 5.12 0.12 -4.04  0.000
H78 2.72 -2.43 -3.90  0.000
H79 1.63 -1.71 -5.10  0.000
H80 1.57 -1.18 -3.43  0.000
H81 5.15 1.86 -2.15  0.000
H82 5.38 0.42 -1.57  0.000
C31 -1.74 -2.41 -3.41  -0.001
C32 -1.82 -2.95 -4.87  0.000
C33 -3.04 -3.84 -5.14  0.000
O9 -2.74 -4.63 -6.31  0.000
C34 -3.93 -5.18 -6.81  0.000
N8 -1.95 -1.75 -5.67  0.000
H83 -2.54 -1.71 -3.16  0.002
H84 -0.80 -1.99 -3.06  0.001
H85 -1.88 -3.24 -2.71  0.000
H86 -0.89 -3.48 -5.07  0.000
H87 -3.94 -3.24 -5.24  0.000
H88 -3.34 -4.54 -4.36  0.000
H89 -4.36 -4.37 -7.40  0.000
H90 -4.66 -5.57 -6.09  0.000
H91 -3.73 -6.04 -7.45  0.000
H92 -1.06 -1.30 -5.51  0.000
H93 -2.04 -2.09 -6.61  0.000

=====

The highest multiplicity belongs to which entry? C34H93N8O9Pd

=====

Which of these has the highest multiplicity? C34H93N8O9Pd